No. 1
A structure of composition C30H20AsCl2N3O9SW, computed with the ωB97M-V functional and the def2-TZVPD basis.

Last column: Löwdin spin population.
CARTESIAN COORDINATES (ANGSTROEM)
W1 0.34642 0.53839 1.68580  0.79
O1 1.18095 -1.18931 1.86599  0.08
As1 1.49310 0.03931 4.25112  0.33
O2 1.23108 -0.60105 5.73787  0.36
O3 -0.09257 0.52659 3.55255  0.15
C1 2.53123 1.68550 4.60047  0.11
C2 2.95732 1.85638 5.90538  0.02
C3 3.86561 2.86912 6.20995  0.00
C4 4.37674 3.68407 5.21820  0.00
C5 3.96310 3.52036 3.90002  0.00
C6 3.05179 2.52439 3.60683  0.01
S1 2.36782 2.45578 1.98886  0.01
O4 2.98707 3.41819 1.15412  0.00
O5 0.89411 2.55085 2.25761  0.00
O6 2.43402 1.01585 1.52165  0.04
H1 1.31687 -1.87883 1.20785  0.00
H2 2.58210 1.19313 6.67282  0.00
H3 4.17772 3.01181 7.23642  0.00
H4 5.09299 4.45611 5.46495  0.00
H5 4.32731 4.16015 3.10812  0.00
Cl1 -3.56490 3.64670 1.27393  0.00
C7 -3.65606 1.93346 1.44926  0.02
C8 -4.91984 1.31106 1.56594  0.00
C9 -5.02984 -0.03962 1.69284  0.01
Cl2 -6.60067 -0.77344 1.83105  0.00
C10 -3.87468 -0.86112 1.72766  0.00
C11 -3.84711 -2.26698 1.87248  0.01
C12 -2.64773 -2.90989 1.91753  0.00
C13 -1.44925 -2.17066 1.83006  0.01
N1 -1.44555 -0.87012 1.67821  -0.01
C14 -2.63943 -0.21617 1.62080  0.00
C15 -2.51076 1.18066 1.45765  0.00
O7 -1.28513 1.63229 1.31771  0.03
H6 -5.80824 1.92665 1.55139  0.00
H7 -4.77587 -2.81510 1.95358  0.00
H8 -2.58894 -3.98254 2.02896  0.00
H9 -0.49221 -2.66118 1.89894  0.00
O8 0.69568 1.94517 -0.26524  -0.01
C16 0.50942 0.96884 -1.00690  0.00
N2 0.46532 0.85464 -2.34441  0.00
C17 0.29004 -0.55353 -2.71639  0.00
C18 0.26226 -1.21800 -1.29802  0.00
O9 0.19887 -2.40776 -1.07744  0.01
N3 0.31794 -0.21708 -0.39135  0.01
C19 1.46243 -1.02778 -3.56255  0.00
C20 2.58796 -1.60615 -2.98779  0.00
C21 3.67001 -1.96703 -3.77794  0.00
C22 3.63836 -1.74922 -5.14696  0.00
C23 2.51963 -1.16677 -5.72567  0.00
C24 1.43582 -0.81261 -4.93720  0.00
C25 -1.05722 -0.82937 -3.37346  0.00
C26 -1.35854 -2.13419 -3.75844  0.00
C27 -2.58586 -2.42592 -4.32705  0.00
C28 -3.52578 -1.41998 -4.52144  0.00
C29 -3.22907 -0.12262 -4.14029  0.00
C30 -1.99851 0.17220 -3.56318  0.00
H10 0.72916 1.59022 -2.97667  0.00
H11 2.62566 -1.78487 -1.92106  0.00
H12 4.53834 -2.42263 -3.32038  0.00
H13 4.48071 -2.03689 -5.76229  0.00
H14 2.48718 -0.99391 -6.79345  0.00
H15 0.55548 -0.37680 -5.39496  0.00
H16 -0.62822 -2.91761 -3.60276  0.00
H17 -2.81227 -3.44329 -4.61869  0.00
H18 -4.48504 -1.65051 -4.96608  0.00
H19 -3.95449 0.66724 -4.28553  0.00
H20 -1.78386 1.18539 -3.25098  0.00

Values from the calculation:
- lowest unoccupied orbital energy (alpha / beta) (Ha) = -0.0188 / -0.0642
- multiplicity = 3
- total charge = 0
- energy relative to the best compared isomer or geometry (same formula, charge and spin) (kcal/mol) = 0.0

No. 2
A structure of composition C30H20BrF6NO4PS2W, computed with the ωB97M-V functional and the def2-TZVPD basis.

Last column: Löwdin spin population.
CARTESIAN COORDINATES (ANGSTROEM)
W1 0.47766 -1.14841 0.37789  1.70
Br1 1.85315 -0.55472 2.64892  0.01
C1 3.07530 0.68969 1.90387  -0.01
C2 4.07364 1.23793 2.63971  0.01
C3 5.02234 2.10363 1.97026  -0.01
C4 4.92392 2.24515 0.59382  0.01
C5 3.91004 1.65270 -0.11939  -0.01
C6 3.71109 1.93985 -1.54776  0.05
C7 2.59167 1.52776 -2.23334  0.00
C8 1.67925 0.68979 -1.57949  0.06
C9 1.78240 0.37061 -0.19345  -0.02
C10 2.88099 0.84969 0.49329  0.01
H1 4.14010 1.06046 3.67950  0.00
H2 5.70343 2.68632 2.50801  0.00
H3 5.61748 2.91227 0.11769  0.00
H4 4.41266 2.65545 -1.95390  0.00
H5 2.59952 1.68385 -3.33576  0.00
H6 0.86971 0.28062 -2.09411  0.01
C11 -1.09682 4.47525 2.49278  0.00
C12 -2.16780 4.25276 1.65117  0.00
C13 -2.27541 2.99318 1.05289  0.00
C14 -1.28771 2.10815 1.28022  0.00
C15 -0.23951 2.23666 2.19904  0.00
C16 -0.16419 3.52536 2.77139  0.00
P1 -1.46753 0.42669 0.50223  0.01
C17 -2.62293 0.50038 -0.87689  0.00
C18 -3.81826 -0.12252 -0.90407  0.00
C19 -4.64580 -0.05574 -2.00780  0.00
C20 -4.27970 0.67722 -3.13495  0.00
C21 -3.02497 1.30790 -3.13076  0.00
C22 -2.20022 1.32109 -1.97125  0.00
C23 -2.02736 -0.76925 1.76927  0.03
C24 -3.10448 -0.91834 2.56866  0.00
C25 -2.98734 -1.75710 3.63979  0.01
C26 -1.95400 -2.64953 3.80047  0.00
C27 -0.85799 -2.57831 2.95324  0.01
C28 -0.85972 -1.59831 1.94531  0.00
H7 -0.86280 5.42905 2.85476  0.00
H8 -2.85561 5.04983 1.36461  0.00
H9 -3.20873 2.70825 0.49124  0.00
H10 0.56978 1.52008 2.29141  0.00
H11 0.69907 3.78388 3.35080  0.00
H12 -4.07382 -0.81424 -0.06423  0.00
H13 -5.64232 -0.50217 -2.01029  0.00
H14 -4.95428 0.73796 -3.97514  0.00
H15 -2.73397 1.84978 -4.00100  0.00
H16 -1.26232 1.82963 -1.89336  0.00
H17 -4.00188 -0.31897 2.44204  0.00
H18 -3.78735 -1.80321 4.38115  0.00
H19 -2.00401 -3.44826 4.49665  0.00
H20 -0.06176 -3.35492 3.03015  0.00
F1 3.58147 -2.40465 -2.30124  0.00
C29 3.43420 -3.65970 -1.89549  0.00
F2 4.45632 -3.98559 -1.11532  0.00
F3 3.44147 -4.48823 -2.94522  0.00
S1 1.90566 -3.88552 -0.95285  0.01
O1 2.00887 -2.70278 -0.08394  0.05
O2 2.03238 -5.10016 -0.26835  0.00
N1 0.80003 -3.74428 -2.06694  0.00
S2 -0.61120 -3.09192 -2.05837  0.01
O3 -1.75010 -3.89915 -1.83785  0.00
O4 -0.57559 -1.85228 -1.28102  0.05
C30 -0.67934 -2.60033 -3.77892  0.00
F4 0.52999 -2.18413 -4.18732  0.00
F5 -1.03295 -3.68828 -4.47327  0.00
F6 -1.60380 -1.63788 -3.98920  0.00

Values from the calculation:
- lowest unoccupied orbital energy (alpha / beta) (Ha) = -0.1291 / -0.1474
- multiplicity = 3
- total charge = +1
- energy relative to the best compared isomer or geometry (same formula, charge and spin) (kcal/mol) = 0.0

No. 3
A structure of composition C30H20CuF18N7O20S6, computed with the ωB97M-V functional and the def2-TZVPD basis.

Last column: Löwdin spin population.
CARTESIAN COORDINATES (ANGSTROEM)
Cu1 1.72458 0.81765 3.17978  0.00
C1 0.40845 5.95118 5.91471  0.00
F1 -0.16264 6.51095 7.01340  0.00
F2 -0.43949 5.41520 5.11366  0.00
F3 1.02963 6.93154 5.25343  0.00
S1 1.69139 4.61640 6.59611  0.00
O1 2.07313 4.97636 7.95653  0.00
O2 0.97337 3.35985 6.30541  0.00
N1 2.84281 4.43082 5.30768  0.00
S2 3.74974 5.76964 5.27500  0.00
O3 3.56569 6.47775 4.02841  0.00
O4 3.66089 6.62293 6.47900  0.00
C2 5.58501 5.10842 5.27512  0.00
F4 6.30928 5.82653 4.46452  0.00
F5 6.29915 5.33775 6.44210  0.00
F6 5.59590 3.80528 4.93136  0.00
C3 4.12290 0.89844 -1.99572  0.00
F7 4.01571 1.56673 -0.85969  0.00
F8 3.02460 0.87643 -2.71962  0.00
F9 5.19405 1.31642 -2.70426  0.00
S3 4.46886 -0.98848 -1.60029  -0.02
O5 4.20115 -1.67787 -2.87565  0.10
O6 5.81981 -1.15043 -1.10985  0.08
N2 3.18559 -1.17921 -0.37530  0.70
S4 2.86192 -2.79008 -0.56599  0.05
O7 3.96971 -3.61713 -1.03438  0.00
O8 2.16095 -3.28783 0.61327  0.01
C4 1.50178 -2.83786 -2.01817  0.04
F10 2.08504 -2.74596 -3.23433  0.01
F11 0.86171 -3.94401 -1.88832  0.02
F12 0.71483 -1.76164 -1.84649  0.01
C5 6.22571 -2.87931 7.23249  0.00
F13 7.27792 -2.64527 7.92939  0.00
F14 6.37444 -2.45851 5.97795  0.00
F15 5.94004 -4.22227 7.19157  0.00
S5 4.64156 -2.17647 8.01862  0.00
O9 5.00721 -0.84517 8.46068  0.00
O10 3.63855 -2.17042 6.93631  0.00
N3 4.44632 -2.96850 9.43600  0.00
S6 3.15187 -3.84473 9.05654  0.00
O11 1.86311 -3.14260 8.80473  0.00
O12 3.45751 -4.69759 7.92147  0.00
C6 2.96714 -4.85199 10.69488  0.00
F16 3.51657 -4.16425 11.59592  0.00
F17 1.74028 -5.04430 10.90318  0.00
F18 3.65438 -6.07817 10.57477  0.00
C7 -2.92491 -10.50205 -12.74887  0.00
C8 -3.59859 -10.20329 -11.59069  0.00
C9 -3.03227 -9.31734 -10.66854  0.00
C10 -1.87096 -8.67831 -10.97964  0.00
C11 -1.24947 -8.84908 -12.19304  0.00
C12 -1.77840 -9.80470 -13.07839  0.00
N4 -1.22641 -7.71569 -10.04247  0.00
O13 -1.75638 -7.54464 -8.93512  0.00
O14 -0.18399 -7.21162 -10.39920  0.00
H1 -3.43042 -11.19399 -13.40620  0.00
H2 -4.41959 -10.74501 -11.14471  0.00
H3 -3.48699 -9.11741 -9.70955  0.00
H4 -0.39726 -8.21584 -12.39090  0.00
H5 -1.45249 -9.96550 -14.09541  0.00
C13 -1.28005 3.00248 -7.46238  0.00
C14 -0.20248 3.83091 -7.52991  0.00
C15 -0.37036 5.13547 -7.34142  0.00
C16 -1.65556 5.69946 -6.94378  0.00
C17 -2.73234 4.81275 -6.83028  0.00
C18 -2.54881 3.43501 -7.00212  0.00
N5 -1.93103 7.15062 -6.61298  0.00
O15 -3.04462 7.43921 -6.23930  0.00
O16 -1.11678 8.01037 -6.98682  0.00
H6 -1.03222 1.98780 -7.73697  0.00
H7 0.62825 3.37995 -8.05233  0.00
H8 0.46379 5.81464 -7.43796  0.00
H9 -3.71428 5.17912 -6.56959  0.00
H10 -3.47103 2.88108 -6.90687  0.00
C19 -7.07504 -6.02454 5.55821  0.00
C20 -5.91762 -6.15155 4.76577  0.00
C21 -5.12132 -5.02477 4.51707  0.00
C22 -5.56430 -3.76117 4.88295  0.00
C23 -6.62268 -3.57865 5.79183  0.00
C24 -7.39270 -4.74524 6.08372  0.00
N6 -4.78885 -2.63932 4.40358  0.00
O17 -5.35098 -1.55368 4.36870  0.00
O18 -3.58965 -2.69486 4.02940  0.00
H11 -7.73843 -6.86595 5.69369  0.00
H12 -5.64785 -7.07840 4.28143  0.00
H13 -4.22007 -5.08021 3.92455  0.00
H14 -6.78623 -2.64453 6.30861  0.00
H15 -8.28192 -4.49217 6.64198  0.00
C25 -1.33088 10.07159 -0.51496  0.00
C26 -2.39616 9.47584 0.23584  0.00
C27 -2.46163 8.15494 0.18404  0.00
C28 -1.45622 7.36583 -0.40454  0.00
C29 -0.36979 7.96631 -1.00945  0.00
C30 -0.24824 9.35290 -1.12435  0.00
N7 -1.62953 5.88935 -0.34780  0.00
O19 -2.47212 5.32162 -1.00742  0.00
O20 -0.81170 5.39186 0.41663  0.00
H16 -1.24352 11.11466 -0.78101  0.00
H17 -3.16727 10.06090 0.71489  0.00
H18 -3.27627 7.75598 0.77020  0.00
H19 0.28075 7.42240 -1.67830  0.00
H20 0.49776 9.85065 -1.72613  0.00

Values from the calculation:
- lowest unoccupied orbital energy (alpha / beta) (Ha) = -0.0997 / -0.1717
- multiplicity = 2
- total charge = -1

| no. | calculated total energy (hartree) |
| --- | --- |
| 1 | -5618.2149 |
| 2 | -5888.6252 |
| 3 | -8869.6335 |